ORCA calculation (ωB97M-V with the def2-TZVPD basis set) on a structure of composition C36H42CuF2N4Sb in a non-equilibrium geometry.

Each line ends with the Löwdin charge.
Positions of all 86 atoms, in Å:
Cu: 11.7261 12.7694 9.7161  0.40
C: 11.5703 12.6062 14.0471  -0.05
C: 12.7080 11.9591 14.3989  -0.04
C: 13.6645 11.5732 13.3977  0.04
C: 13.2558 11.8407 12.0792  -0.18
N: 12.1515 12.5357 11.7285  0.06
C: 11.3432 12.9455 12.7269  -0.09
C: 14.1471 11.4275 10.9275  -0.20
C: 15.1968 10.5310 11.1140  -0.02
C: 16.1143 10.3076 10.1385  -0.02
C: 15.9279 11.0261 8.9363  -0.03
C: 14.7905 11.8251 8.7740  -0.10
N: 13.8952 12.0692 9.7791  0.08
H: 10.8001 12.9388 14.7814  0.14
H: 12.9135 11.7704 15.4417  0.12
H: 14.5691 11.0973 13.7505  0.12
H: 10.5149 13.5640 12.4931  0.11
H: 15.2362 10.0408 12.0383  0.10
H: 16.9344 9.6015 10.2028  0.13
H: 16.6586 10.9427 8.1569  0.11
H: 14.6047 12.3025 7.8076  0.10
N: 11.6039 12.2506 7.7106  -0.02
C: 12.0562 13.2181 6.6888  -0.22
C: 11.1286 14.4292 6.6079  -0.18
C: 11.6219 15.7103 7.2750  -0.21
C: 11.3568 15.8632 8.7728  -0.22
N: 12.2109 14.9210 9.5715  0.00
H: 12.0404 11.3333 7.6775  0.04
H: 10.6220 11.9946 7.6376  0.08
H: 12.0504 12.6742 5.7338  0.12
H: 13.0941 13.4735 6.9410  0.10
H: 10.1022 14.1606 6.9463  0.12
H: 10.9990 14.7161 5.4973  0.14
H: 11.2070 16.5449 6.6844  0.12
H: 12.6849 15.7957 7.0856  0.11
H: 10.2933 15.6781 9.0863  0.13
H: 11.5702 16.8998 9.0427  0.11
H: 12.1386 15.2321 10.5459  0.09
H: 13.1778 14.9978 9.3540  0.07
F: 9.4790 11.6864 11.1613  -0.06
C: 9.7099 12.5838 10.1236  -0.35
F: 8.9840 12.1270 9.0766  -0.03
H: 9.2723 13.5030 10.3943  0.08
C: 9.8741 5.9509 11.4385  -0.06
C: 8.9513 6.9171 10.7508  -0.29
C: 7.5843 6.5653 10.8630  -0.04
C: 6.5941 7.3652 10.2970  -0.07
C: 6.9668 8.5206 9.6294  -0.11
C: 8.2676 8.8088 9.4746  -0.19
C: 9.2963 8.0704 10.0318  -0.34
Sb: 11.2107 8.8920 9.6114  1.61
C: 12.3817 7.7550 8.2036  -0.34
C: 13.3143 8.5999 7.5582  -0.18
C: 14.1062 8.0880 6.5831  -0.10
C: 13.9780 6.8184 6.0978  -0.07
C: 12.9747 6.0365 6.5493  -0.04
C: 12.1641 6.5106 7.5938  -0.28
C: 11.2181 5.4736 8.1786  -0.05
C: 12.0716 8.4184 11.5009  -0.39
C: 11.3231 8.9853 12.5541  -0.12
C: 11.5373 8.5961 13.8979  -0.08
C: 12.4256 7.5807 14.1776  -0.10
C: 13.1825 7.0989 13.1669  -0.06
C: 13.0140 7.5043 11.8199  -0.30
C: 14.0184 6.9716 10.7731  -0.03
H: 9.6610 4.9280 11.0900  0.09
H: 9.7346 5.9475 12.5593  0.11
H: 10.8900 6.2351 11.2319  0.03
H: 7.3162 5.5954 11.3129  0.12
H: 5.5252 7.1036 10.3465  0.11
H: 6.1990 9.0935 9.1199  0.11
H: 8.4666 9.6655 8.8076  0.08
H: 13.4524 9.5805 7.9347  0.03
H: 14.8325 8.7489 6.1659  0.10
H: 14.5898 6.3959 5.3771  0.09
H: 12.7462 5.1401 6.0887  0.09
H: 11.3346 4.5546 7.5566  0.09
H: 10.1447 5.7551 8.1726  0.09
H: 11.5036 5.2814 9.2354  0.07
H: 10.6090 9.6862 12.1276  0.07
H: 11.1251 9.1999 14.6951  0.10
H: 12.5671 7.2069 15.2513  0.14
H: 13.9288 6.3733 13.3957  0.10
H: 14.7829 6.3344 11.2816  0.09
H: 14.4684 7.7234 10.2003  0.03
H: 13.5454 6.3103 10.0509  0.06

## Properties
energy relative to the best compared isomer or geometry (same formula, charge and spin) = 0.0 kJ/mol
2S+1 = 2
total charge = +1
F_max = 3.1 eV Å⁻¹

ORCA calculation (ωB97M-V with the def2-TZVPD basis set) on a structure of composition C36H43Br2N6O12Sr in a non-equilibrium geometry.

Each line ends with the Löwdin charge.
Positions of all 100 atoms, in Å:
N: 1.1439 -3.5759 -2.7597  0.32
H: 0.4284 -3.4570 -3.4625  0.09
H: 0.9219 -2.9762 -1.9779  0.05
H: 2.0402 -3.2584 -3.0999  0.14
H: 1.1974 -4.5471 -2.4875  0.15
Sr: 3.1147 -1.3569 -0.0596  1.55
C: -1.7792 -1.0649 -0.4957  -0.08
C: -0.3174 -0.8800 -0.0388  -0.43
O: 0.6617 -1.5666 -0.7822  -0.49
H: -1.9625 -0.7038 -1.5077  0.05
H: -2.4013 -0.5534 0.2387  0.05
H: -2.2551 -2.0365 -0.6287  0.04
H: -0.2350 -1.1477 1.0146  0.08
H: -0.0923 0.1863 -0.0601  0.07
C: 2.5385 -4.1803 3.5911  -0.10
C: 2.1854 -3.7533 2.1763  -0.48
O: 3.2054 -3.6703 1.1543  -0.52
H: 1.6498 -4.3207 4.2065  0.07
H: 3.2760 -3.5329 4.0654  0.06
H: 3.0832 -5.1148 3.4563  0.07
H: 1.7242 -2.7666 2.2190  0.05
H: 1.3712 -4.3820 1.8158  0.07
Br: -3.2554 -6.6362 -2.9308  0.60
C: -3.4189 -4.9647 -1.8876  -0.67
C: -3.9141 -3.7818 -2.7813  -0.67
Br: -2.6874 -3.3886 -4.2147  0.64
H: -2.4674 -4.7422 -1.4046  0.03
H: -4.1093 -5.2521 -1.0946  0.04
H: -3.9613 -2.8838 -2.1654  0.04
H: -4.8882 -4.0310 -3.2022  0.06
C: 0.7710 5.5999 -0.8901  -0.05
C: 0.1638 4.3521 -0.9941  -0.06
C: 0.9389 3.2466 -1.2443  -0.02
C: 2.3568 3.3995 -1.4127  -0.17
C: 2.9800 4.6096 -1.2842  0.02
C: 2.1667 5.7863 -0.9683  -0.01
N: 3.1434 2.1948 -1.7818  -0.27
O: 2.8522 1.0805 -1.3733  -0.05
O: 4.2911 2.3341 -2.3058  0.07
H: 0.1163 6.4084 -0.6001  0.11
H: -0.8929 4.2361 -0.8034  0.10
H: 0.4403 2.2914 -1.3175  0.11
H: 4.0591 4.6011 -1.3261  0.12
H: 2.6459 6.7500 -0.8784  0.11
C: -2.9828 -3.9897 1.5389  -0.10
C: -2.0861 -4.9816 1.2072  -0.08
C: -2.5947 -6.2476 0.9983  -0.03
C: -3.9271 -6.5597 1.2992  -0.12
C: -4.7418 -5.5328 1.8427  0.01
C: -4.2640 -4.2310 1.9782  -0.06
N: -4.4551 -7.9242 1.0562  -0.33
O: -5.6114 -8.2636 1.2504  0.09
O: -3.6058 -8.7406 0.6970  0.06
H: -2.6476 -2.9657 1.6132  0.10
H: -1.0450 -4.7314 1.0659  0.11
H: -1.8854 -6.9837 0.6498  0.12
H: -5.7913 -5.7209 2.0149  0.12
H: -4.8871 -3.4087 2.2975  0.11
C: 2.6654 3.0680 -5.1760  -0.08
C: 1.4098 3.3263 -4.6033  -0.03
C: 0.5672 2.2172 -4.2685  -0.01
C: 0.9971 0.9270 -4.4255  -0.16
C: 2.2818 0.7169 -4.9080  0.01
C: 3.1032 1.7928 -5.3019  -0.07
N: 0.0853 -0.1357 -3.9824  -0.26
O: -1.0460 0.1957 -3.5490  0.06
O: 0.3723 -1.3316 -4.1281  0.01
H: 3.3216 3.8876 -5.4295  0.12
H: 1.0728 4.3510 -4.6563  0.11
H: -0.4006 2.3343 -3.8037  0.11
H: 2.6104 -0.2997 -5.0654  0.11
H: 4.0874 1.6265 -5.7143  0.12
C: 2.9494 4.9274 3.7696  -0.03
C: 2.5068 4.5317 2.4966  -0.05
C: 2.2981 3.1673 2.1930  -0.02
C: 2.6970 2.2176 3.1279  -0.13
C: 3.2743 2.6111 4.3285  0.00
C: 3.3677 3.9578 4.7271  -0.01
N: 2.5519 0.7476 2.7966  -0.31
O: 2.1698 0.4570 1.6572  -0.08
O: 2.8628 -0.0568 3.6295  0.14
H: 2.8997 5.9849 3.9829  0.11
H: 2.0406 5.3024 1.9006  0.09
H: 1.9080 2.8532 1.2361  0.09
H: 3.6993 1.8160 4.9232  0.12
H: 3.5957 4.1513 5.7649  0.11
C: -2.6503 2.2927 1.1694  -0.08
C: -3.0844 3.5976 0.9407  -0.08
C: -2.5077 4.6956 1.5700  0.01
C: -1.4490 4.4129 2.4933  -0.13
C: -0.9791 3.0897 2.6615  0.01
C: -1.6116 2.0469 2.0012  -0.07
N: -0.9892 5.5026 3.3318  -0.36
O: -0.7883 6.6019 2.8701  0.08
O: -0.7008 5.2137 4.4992  0.08
H: -3.2516 1.5737 0.6329  0.10
H: -3.8957 3.7943 0.2555  0.11
H: -2.8195 5.7106 1.3725  0.12
H: -0.1369 2.8517 3.2943  0.11
H: -1.3892 1.0022 2.1611  0.11

## Properties
energy relative to the best compared isomer or geometry (same formula, charge and spin) = 102.3 kJ/mol
total charge = +1
F_max = 4.7 eV Å⁻¹

ORCA calculation (ωB97M-V with the def2-TZVPD basis set) on a structure of composition C36H43BrMgN6O.

Each line ends with the Löwdin charge.
Positions of all 88 atoms, in Å:
Mg: 0.5598 0.2427 0.2318  0.50
C: -1.5776 3.3375 -1.6152  -0.19
C: -0.1161 3.5768 -1.9916  -0.18
C: 0.8637 3.2150 -0.8646  -0.21
N: 1.3749 1.8553 -0.8171  0.00
C: 2.4964 1.5658 -1.4280  -0.23
C: 3.0880 2.4200 -2.4045  -0.03
C: 4.1932 2.2727 -3.2136  -0.10
C: 5.1578 1.2729 -3.2652  -0.14
C: 5.2491 0.2110 -2.3842  -0.11
C: 4.4367 -0.1493 -1.3231  -0.04
C: 3.1946 0.3453 -0.8610  -0.24
N: 2.5657 -0.1779 0.1719  -0.06
C: 3.3057 -0.6853 1.3058  -0.26
C: 3.3370 0.4170 2.3741  -0.16
C: 2.0205 0.6400 3.1188  -0.23
N: 0.8928 0.9871 2.2674  0.01
C: -0.1395 1.5493 2.8301  -0.27
C: -0.2958 1.6671 4.2490  -0.05
C: -1.1076 2.4687 5.0227  -0.11
C: -2.0278 3.4369 4.6434  -0.14
C: -2.4216 3.6749 3.3366  -0.11
C: -2.1247 3.0020 2.1655  -0.04
C: -1.2559 1.9090 1.8865  -0.24
N: -1.2813 1.1910 0.7842  0.01
C: -2.3829 1.3283 -0.1630  -0.21
C: -1.9661 1.8525 -1.5364  -0.17
H: -2.2207 3.8398 -2.3425  0.10
H: -1.7606 3.8344 -0.6576  0.10
H: 0.0139 4.6390 -2.2201  0.11
H: 0.1360 3.0222 -2.9006  0.11
H: 0.3499 3.3844 0.0875  0.11
H: 1.7059 3.9150 -0.8755  0.11
H: 2.5246 3.3228 -2.5959  0.08
H: 4.3292 3.0800 -3.9281  0.10
H: 5.9234 1.3591 -4.0257  0.09
H: 6.0991 -0.4479 -2.5384  0.10
H: 4.7737 -1.0270 -0.7848  0.09
H: 4.3272 -0.9967 1.0693  0.10
H: 2.8023 -1.5580 1.7324  0.06
H: 3.6468 1.3485 1.8927  0.12
H: 4.0928 0.1716 3.1275  0.11
H: 2.1826 1.4269 3.8653  0.11
H: 1.7886 -0.2761 3.6894  0.12
H: 0.3756 1.0350 4.8157  0.08
H: -0.9669 2.3484 6.0934  0.10
H: -2.4747 4.0414 5.4220  0.09
H: -3.1208 4.4960 3.2059  0.10
H: -2.6443 3.3908 1.3023  0.08
H: -3.2117 1.9176 0.2354  0.11
H: -2.7874 0.3255 -0.3225  0.07
H: -2.7906 1.6481 -2.2263  0.11
H: -1.1308 1.2459 -1.8903  0.08
O: -1.0798 -5.0624 3.8035  0.08
C: -0.6994 -3.9910 3.0707  -0.31
C: -1.1881 -2.7060 3.2851  0.02
C: -0.7201 -1.6897 2.4775  -0.11
N: 0.1627 -1.8629 1.4842  0.04
C: 0.6060 -3.0944 1.3018  -0.72
Br: 1.8448 -3.4224 -0.0953  0.87
C: 0.2189 -4.1959 2.0522  -0.05
H: -1.6499 -4.7787 4.5270  0.12
H: -1.8988 -2.4912 4.0732  0.12
H: -1.0720 -0.6763 2.6169  0.10
H: 0.6328 -5.1760 1.8691  0.11
C: -1.5532 -4.1434 -1.3059  0.01
N: -2.7971 -3.3706 -1.0369  -0.16
C: -3.8577 -3.7547 -2.0035  0.00
C: -2.5608 -1.8415 -0.9717  -0.10
C: -1.6388 -1.3539 -2.0452  -0.33
C: -2.1448 -1.2779 -3.3517  -0.09
C: -1.3055 -0.9634 -4.4040  -0.10
C: 0.0406 -0.7413 -4.1263  -0.08
C: 0.4932 -0.7559 -2.8149  -0.13
C: -0.3168 -1.0190 -1.6872  -0.10
H: -1.8178 -5.1939 -1.4072  0.11
H: -0.8652 -3.9984 -0.4822  0.04
H: -1.1028 -3.7583 -2.2166  0.11
H: -3.1199 -3.6291 -0.1059  0.17
H: -3.4781 -3.5860 -3.0064  0.10
H: -4.7400 -3.1441 -1.8307  0.10
H: -4.0933 -4.8078 -1.8656  0.10
H: -2.1110 -1.6611 0.0042  0.11
H: -3.5686 -1.4221 -1.0030  0.12
H: -3.2052 -1.4191 -3.5439  0.10
H: -1.6896 -0.8818 -5.4128  0.10
H: 0.7294 -0.5175 -4.9331  0.10
H: 1.5440 -0.5257 -2.6660  0.08

## Properties
E_tot = -4575.42196 a.u.
total charge = 0
F_max = 0.4 eV Å⁻¹